C30H86N2O12 | ωB97M-V with the def2-TZVPD basis set

Atoms and positions in Å:
H 1.493 -2.614 4.939
H 0.033 -0.284 -6.279
H -0.321 4.035 4.734
C -2.553 -0.847 -0.917
H -2.959 4.116 -1.341
H 1.681 5.266 3.487
H -2.397 -3.421 6.127
H 1.072 5.070 -1.765
H -0.094 -0.785 0.583
H 2.232 4.208 2.192
H 2.581 -4.600 1.585
H 5.400 -0.100 0.875
H -3.088 6.494 2.605
H -0.385 -1.646 -5.238
O 0.728 -5.332 -0.967
H 2.794 -5.357 -0.549
H -2.361 2.744 0.823
H -0.726 -3.455 -2.717
H -1.383 0.697 5.121
H 1.266 -6.507 -4.090
H 4.427 -3.160 2.454
N -4.287 1.917 0.949
C 1.188 -6.480 -3.013
C 2.648 3.799 -1.062
H 3.032 -2.372 -3.234
C 3.354 -4.212 0.885
C -0.407 -4.482 -3.008
O -2.360 4.945 1.458
H -2.829 -0.763 -5.321
C -3.366 3.016 0.611
H -3.263 -0.211 -0.400
H 3.460 -0.251 -3.690
H -1.604 6.791 1.689
H -3.700 2.480 -1.346
H 3.542 4.227 -1.491
H 0.053 4.373 -6.559
C -3.583 4.202 1.576
O -2.368 1.651 3.620
O 2.199 0.105 -1.984
H -3.737 3.865 2.583
O -1.778 0.704 -4.464
H -3.806 -3.334 4.979
H 3.513 1.223 1.793
C 2.112 -1.810 -3.493
H -4.462 4.726 1.266
H 0.536 4.706 2.290
C 4.603 -3.830 1.626
H 0.656 2.778 -6.498
H 2.100 -6.892 -2.562
C -1.971 -0.164 -5.600
H 0.421 -7.179 -2.774
C 1.135 -2.371 3.918
O -0.253 -2.669 3.740
H -0.054 -4.236 5.072
H -3.846 0.898 5.641
C 4.652 0.295 0.192
C -0.515 0.166 0.252
C 1.162 3.175 3.731
C -2.053 -4.282 4.179
H 1.821 -2.910 3.169
H 1.971 5.649 -0.306
C -0.490 -4.006 4.072
H 2.320 -1.024 0.859
H -3.018 6.823 0.779
H -1.005 -1.614 -6.845
H 5.051 1.228 -0.169
C 2.416 -0.344 -3.361
H 1.323 -2.218 -2.854
H -1.602 2.282 3.731
H -2.504 -2.252 4.765
C -3.421 0.021 5.122
H -2.935 -0.985 -1.893
H 4.501 -0.329 -0.671
H -2.487 -6.317 3.907
H 1.669 -4.377 -2.618
O 3.680 -5.080 -0.202
H 0.449 -0.115 -2.073
O 2.208 2.760 -1.890
C -1.350 0.051 -1.026
H 2.096 2.990 -2.838
C 0.306 3.521 -4.486
H -1.889 -0.410 3.784
C -2.186 0.451 4.406
H 2.385 1.060 -1.889
N -2.391 -5.627 4.627
H 1.192 2.231 3.155
H -2.250 0.442 -6.484
H 0.336 0.956 0.117
H 1.737 0.314 -4.055
C -3.621 3.399 -0.855
O 2.987 -0.787 1.470
H 2.884 3.227 -0.102
H -4.161 1.579 1.874
H 2.997 -3.298 0.465
C 3.381 0.503 1.029
H -0.222 4.334 -4.042
H -1.497 0.223 -3.695
C -0.768 -0.974 -6.013
H 1.823 4.737 -4.530
O -0.531 -0.384 -2.132
C 0.866 -5.089 -2.412
O -0.131 3.179 4.386
C 1.383 4.401 2.849
C -0.099 3.416 -6.014
H -0.381 -4.467 -4.077
H 1.797 -1.907 -4.499
C -2.741 -3.228 5.105
C 1.555 4.794 -0.812
H -1.628 -5.925 5.181
H 0.820 4.317 -0.189
H 2.005 3.289 4.426
H -1.767 1.055 -1.347
H -3.189 -0.751 5.874
H -2.466 -4.115 3.127
H -1.147 0.651 1.062
H 1.302 -1.260 3.768
C -2.561 6.307 1.620
H -2.336 -1.824 -0.379
H -4.241 1.142 0.310
H 5.386 -3.347 1.000
O 1.718 3.798 -4.463
H -1.102 2.978 -6.065
H 0.168 2.601 -3.976
H -1.258 -5.100 -2.726
H 2.553 0.840 0.357
H 5.058 -4.731 2.065
H -4.593 3.883 -0.914
H 0.406 -4.554 -0.545
H 0.017 -4.712 3.341
H -4.160 -0.397 4.433

Results
* gap between HOMO and LUMO: 9.21 eV
* SMILES string: COC[C@H](C)N.COC[C@H](C)N.CC(C)O.CC(C)O.CCO.CCO.CCO.CCO.CCO.CCO.CCO.CCO

Here are the Mulliken charges for atoms 1 to 99, given in e: 0.39 0.15 0.22 -1.37 0.28 0.42 0.30 0.25 0.48 0.20 0.06 0.40 0.36 -0.18 -0.58 0.32 -0.29 0.01 0.27 0.40 0.32 -0.78 -1.52 0.09 0.52 0.78 -1.22 -0.12 0.32 1.79 0.11 0.45 0.23 0.61 0.37 0.38 -1.30 -0.36 0.06 0.48 -0.47 0.35 0.46 -1.06 0.46 0.08 -1.33 0.30 0.32 -0.39 0.39 -0.48 -0.01 0.39 0.41 -1.14 -0.46 0.12 0.43 0.04 0.42 -0.85 0.10 0.33 0.47 0.41 -0.06 -0.14 0.17 -0.34 -1.52 0.42 0.07 0.27 -0.04 -0.62 -0.35 -0.66 1.22 0.24 0.44 -0.03 0.37 0.28 -0.68 0.02 0.28 -0.21 -0.20 -1.92 -0.31 -0.21 0.32 -0.19 0.56 0.39 0.11 -0.53 0.30


C30H86N2O20 | ωB97M-V with the def2-TZVPD basis set

Atoms and positions in Å:
H 4.518 -0.661 -2.420
H -7.032 -1.415 -3.181
C -4.917 -2.531 2.523
H 2.252 -1.917 -3.350
O -5.769 -2.547 -1.365
H 1.618 -4.558 -1.536
H -0.050 -0.099 4.894
H -2.352 0.647 -0.112
H 0.702 -0.809 0.858
C -3.371 3.248 4.395
O 5.015 -1.488 -2.358
H -5.358 -3.355 -1.664
H 4.092 -0.654 1.892
H -2.397 -0.240 3.348
H 3.297 2.716 0.269
O 2.258 3.444 -2.785
O -1.485 0.081 3.548
H 5.034 -4.947 -1.669
H -1.846 2.879 -0.854
H 6.083 -1.424 0.787
H -7.180 -0.394 1.957
O 0.149 3.721 1.331
C 6.521 -0.424 -3.920
C 5.852 -1.705 -3.569
O -2.039 -2.089 5.499
H -3.955 -4.703 2.801
H 4.020 4.511 1.104
O 4.756 -5.012 -2.597
H 5.147 -2.779 -0.841
C 5.233 -2.115 0.977
C -3.413 1.562 -1.459
H 3.131 -4.550 -0.490
H 6.539 -3.640 -2.821
H 1.032 0.671 -1.308
H 1.622 -0.173 -3.482
H -1.793 -0.408 6.812
O 2.609 2.127 1.763
H -4.480 1.767 -1.696
H 0.678 3.766 -1.530
C -3.944 -4.207 3.794
H -2.954 1.249 -2.356
O 5.139 -3.227 0.025
H -6.376 -3.379 -3.763
H -0.829 3.927 -3.647
C 2.722 -5.808 -3.705
C 1.445 -1.188 -3.178
H -0.260 1.456 0.584
H 0.680 3.719 -4.573
O -5.772 -2.687 -4.168
C 1.014 4.029 -2.564
H -4.915 -4.460 4.336
N -0.821 0.657 0.559
H -5.254 -0.555 -1.659
H 5.459 -2.624 1.968
H -3.885 2.263 0.721
C -5.244 -1.510 -2.188
O 3.493 -0.707 -0.067
H -4.111 0.638 2.407
C -0.958 -1.772 0.202
H 3.224 -2.191 1.475
O 3.896 5.844 -2.041
O -2.508 4.352 2.481
H 2.651 3.170 -1.863
H -1.022 0.544 1.572
O -3.917 -2.843 3.455
C 3.655 4.565 0.061
H -3.148 2.613 5.233
H -6.421 -1.477 0.844
H -1.136 -1.972 1.234
H -2.117 2.280 2.866
C -2.017 -0.713 5.730
C -1.096 0.136 4.856
H 1.831 4.768 2.208
C 0.141 3.448 -3.609
C -6.204 -0.599 1.553
O -0.113 2.056 -3.578
H -5.905 -3.071 2.742
H 2.460 -6.099 -1.128
N -3.805 -0.339 2.293
H 7.101 -0.001 -3.057
H -0.517 -0.019 -1.844
H 0.642 4.330 3.311
H 3.224 -3.655 -2.942
H -3.041 -4.370 4.314
H -5.339 -0.782 3.565
C 1.098 3.967 2.370
C -2.928 2.877 -0.887
O -3.613 3.131 0.348
H 0.631 -1.497 -3.878
H 0.806 1.653 -3.699
H -5.747 0.235 0.996
C 1.696 2.669 2.761
O -3.340 0.592 -0.410
H -0.373 -2.612 -0.203
H -3.507 4.285 4.737
C -0.058 -0.524 0.159
H 3.628 4.991 -2.424
H 0.986 5.093 -2.696
O 3.754 3.194 -0.466
C 3.918 -1.373 1.076
H -2.960 3.963 1.681
H -5.722 -0.658 -4.112
C -2.231 3.267 3.394
C 0.390 -0.222 -1.255
H -2.684 -2.205 4.809
H -0.510 4.446 1.262
H 5.464 5.159 -0.979
H -3.641 -0.282 1.297
H 2.588 4.867 0.059
H -4.191 -1.725 -2.352
H 5.156 -2.099 -4.323
H 7.658 -2.213 -2.466
H 0.860 1.920 2.860
H -1.904 -1.742 -0.349
C -5.996 -1.492 -3.460
H -4.566 -2.871 1.465
C 6.942 -2.664 -3.152
H -1.267 3.534 3.786
H 5.820 0.290 -4.305
H -2.991 -0.241 5.555
O 1.035 -1.347 -1.813
H 1.687 -5.814 -3.668
H 2.180 2.668 3.715
C -5.094 -1.010 2.540
H 7.489 -3.022 -4.015
C 4.483 5.582 -0.811
H 7.270 -0.576 -4.692
H 4.527 6.534 -0.222
C 3.345 -4.751 -2.681
H -3.190 3.694 -1.591
H 3.101 -6.847 -3.563
H -1.161 1.177 5.291
H 2.368 1.208 1.599
H -4.996 3.577 3.381
C 2.609 -5.001 -1.375
H 2.788 -1.203 -0.517
H 3.085 -5.641 -4.750
O -4.558 2.762 3.760

Results
* gap between HOMO and LUMO: 10.24 eV
* SMILES string: COC[C@H](C)N.COC[C@H](C)N.CC(C)O.CC(C)O.OCCO.OCCO.OCCO.OCCO.OCCO.OCCO.OCCO.OCCO

Here are the Mulliken charges for atoms 1 to 99, given in e: 0.04 0.35 -1.05 -0.27 -0.58 0.30 0.48 -0.17 0.59 -0.86 0.03 0.31 0.31 -0.06 0.55 -0.72 0.54 0.33 -0.47 0.30 0.32 -0.36 -1.59 0.77 -0.54 0.34 0.43 -0.60 0.06 -0.77 -0.98 0.21 0.21 0.23 0.11 0.37 -0.60 0.39 -0.33 -0.98 0.44 -0.47 0.33 0.49 -1.55 -0.29 -0.60 0.34 -0.57 0.61 0.26 1.24 -0.19 0.35 0.30 0.49 0.25 0.03 -1.86 0.20 -0.54 -0.68 0.44 -0.72 -0.36 -0.10 0.30 0.21 0.51 -0.28 -0.87 -0.31 0.42 -1.08 -0.89 -0.40 0.34 0.34 0.19 0.29 0.58 0.32 -0.59 0.35 0.63 -0.69 0.19 -0.69 0.28 0.25 0.03 0.24 0.14 0.39 0.39 0.97 0.38 0.44 -0.53


C30H87N5O16 | ωB97M-V with the def2-TZVPD basis set

Atoms and positions in Å:
O 2.236 5.722 -0.939
O 1.291 -3.527 6.714
N 1.351 1.228 -7.854
H -0.911 1.834 8.463
O -2.666 0.542 -2.099
H -1.334 -2.561 6.280
H -1.631 -2.491 3.191
H -1.080 -0.250 5.857
C 0.712 -4.735 6.168
H 3.774 -5.090 6.066
O -2.082 2.247 6.737
H 5.764 -6.202 3.391
H 5.313 -4.863 6.075
H 2.910 4.966 2.453
H 0.115 -2.759 8.321
C -0.027 1.524 -11.838
C -2.397 1.450 -3.154
H -1.361 4.800 2.605
H 3.978 -2.511 6.243
H 1.338 -1.828 7.519
H -2.905 -0.046 4.063
C 5.607 -0.380 2.945
H 5.117 0.574 2.750
H -3.500 -0.021 -4.601
N 0.400 1.527 1.384
H 4.170 -6.892 3.169
H -1.367 1.444 -3.512
H -1.274 1.989 -9.299
C -5.559 0.292 -7.548
C -1.597 -0.111 7.749
C 2.523 1.496 -6.957
O -2.796 -5.878 1.473
H -1.263 -0.608 8.660
H 1.524 0.710 -8.704
H -5.361 -3.438 0.321
H 1.424 -5.243 5.517
C 4.696 -1.072 4.023
H -2.661 3.950 7.830
H -2.432 -0.739 7.440
H 4.950 -1.773 0.000
H 0.368 2.513 -12.069
C -2.288 3.678 6.843
H 3.290 2.118 -7.417
H -3.230 -2.317 3.368
C -1.785 1.443 7.941
C 0.486 2.197 -0.919
N 5.184 -2.469 4.407
H 3.315 -2.991 4.730
H 1.540 6.213 -0.503
C -5.992 1.077 -4.605
O -2.325 -0.678 2.379
H -1.581 4.582 4.087
C 2.100 -0.115 -4.266
H -1.310 4.155 6.793
N -4.853 1.447 -3.776
C -3.540 1.030 -4.317
C 2.670 2.492 -1.972
H -5.123 0.894 -2.975
H -6.221 0.029 -4.799
H 0.251 0.679 -12.469
H -0.081 -1.875 5.352
O 5.700 -1.050 1.686
H -4.648 0.799 -7.864
C 1.039 1.210 0.117
H -1.419 1.641 2.607
H 3.074 3.010 -2.842
C -2.248 -0.792 -2.236
H 1.658 3.002 -8.974
H 0.370 3.173 -0.448
H 1.649 -0.829 -3.576
C 4.579 -1.200 0.850
H -0.380 -0.896 1.931
C -1.239 -0.323 1.582
H 4.224 -0.262 0.423
C -0.245 2.191 -9.599
H -1.636 1.643 0.908
H 0.007 -4.489 5.374
C 4.489 -4.580 5.420
H -7.041 2.605 -5.790
H -0.286 3.139 -10.134
O 0.331 1.253 -10.446
O -4.565 -3.897 0.587
N -0.606 -0.492 6.715
H -4.216 -4.263 -0.225
H 1.432 4.801 2.169
C -6.181 1.951 -5.936
O 2.422 -0.726 -5.637
H -6.017 -0.157 -8.429
H -2.582 -2.653 1.711
C 4.860 -6.505 3.919
H 4.783 -0.453 4.916
C -1.039 1.182 1.694
O -2.723 0.053 4.998
C 4.218 -3.063 5.335
H 5.205 -3.102 3.620
H 4.922 -7.241 4.720
H -0.456 1.839 -1.332
H -3.583 -5.658 1.972
C 0.850 2.503 -8.438
O 1.233 2.367 -2.102
H -5.276 -0.396 -6.751
C -0.481 -1.889 6.366
C -2.467 -2.075 2.628
H -3.065 0.918 5.219
H 2.971 3.079 -1.104
H 0.240 -5.349 6.934
H 0.728 2.456 1.609
H -1.084 1.595 -12.094
O 4.322 -5.200 4.106
H -1.270 -0.558 0.519
O -6.500 1.214 -7.083
H -2.590 2.405 -2.666
C 0.535 -2.542 7.338
H -6.816 1.460 -4.002
H 0.402 3.230 -7.760
H -2.607 1.800 8.561
H -5.189 2.343 -6.162
H -1.159 -0.838 -2.246
H 3.605 -0.438 -7.377
H -2.862 4.087 6.011
H 6.592 -0.159 3.356
O 2.276 4.358 2.074
H 1.172 0.170 -0.181
H 1.406 0.698 -4.480
H 3.654 -0.996 3.713
H -2.647 -5.117 0.912
H -2.677 -1.297 -3.102
H -3.422 1.474 -5.306
H 3.019 0.109 -3.725
O -1.042 4.291 3.351
C 3.182 0.161 -6.570
H 2.056 1.590 0.216
H 3.694 -1.743 1.181
H 2.786 5.401 -0.224
H 3.112 1.503 -1.860
H -2.562 -1.261 -1.303
H 2.114 2.056 -6.115
H 4.049 0.351 -5.938

Results
* gap between HOMO and LUMO: 7.94 eV
* SMILES string: COCCNCCOC.COCCNCCOC.COCCNCCOC.COCCNCCOC.COCCNCCOC.O.O.O.O.O.O

Here are the Mulliken charges for atoms 1 to 99, given in e: -0.59 -0.21 -0.29 0.36 -0.28 0.28 0.27 0.37 -0.66 0.44 -0.25 0.31 0.41 0.28 0.29 -0.77 -0.32 0.32 0.34 0.32 0.31 -0.56 0.34 0.19 -0.05 0.26 0.18 0.29 -0.45 -0.69 -0.52 -0.60 0.45 0.29 0.26 0.21 -0.62 0.33 0.39 0.33 0.34 -0.80 0.41 0.36 -0.74 0.54 -0.42 0.30 0.28 -0.85 -0.48 0.23 -0.52 0.31 -0.36 -0.54 -0.77 0.23 0.44 0.26 0.28 -0.36 0.14 -0.67 0.49 0.26 -0.42 0.32 0.29 0.26 -0.66 0.42 -0.23 0.23 -0.50 0.24 0.24 -0.73 0.27 0.39 -0.35 -0.61 -0.30 0.31 0.28 -0.41 -0.45 0.25 0.22 -0.88 0.39 -0.43 -0.46 -0.41 0.31 0.31 -0.60 0.32 -0.71